105
Properties=species:S:1:pos:R:3 method="wB97M-V/def2-TZVPD" relative_energy_ev=0.0000 homo_lumo_gap_ev=6.2 energy_ev=-74415.7727
C -6.83 -3.84 0.49
C -0.66 -2.95 4.52
C 4.60 -8.79 6.13
H -6.56 -4.69 -0.14
H -4.22 -4.37 -5.84
C -5.08 -4.95 -5.50
N 1.74 -1.54 2.44
H 4.53 -2.91 3.07
H 3.82 8.57 -1.29
H 1.78 -6.57 5.53
N -3.01 -4.28 -7.46
C -2.20 -3.46 -2.73
C -0.11 2.51 -4.59
C 4.05 7.92 -0.44
H -3.96 -2.34 -3.37
C -5.42 -4.57 -4.10
N -1.97 1.01 -0.87
H -0.67 -3.90 -1.24
H -4.83 -6.01 -5.55
C 4.34 10.24 1.89
H -2.36 -4.34 -3.43
H -1.32 -2.19 2.66
C -1.41 0.66 -3.35
H -4.11 -2.72 -9.99
H -0.79 0.61 -5.52
H -0.11 -2.60 -2.53
N 1.15 -9.34 4.13
H 2.55 5.27 -2.86
C 3.11 10.56 2.66
H 2.25 10.06 2.22
H -7.09 -4.21 1.48
H 3.23 10.23 3.69
H 0.35 2.85 -5.54
C -4.07 -2.40 -8.95
H 1.58 4.64 -1.44
N -0.51 -1.86 10.69
C -0.73 2.76 -2.10
O -0.68 3.58 -0.95
H 2.20 -0.31 -1.03
H 2.82 -1.08 0.44
H 2.09 2.30 -1.84
C -5.70 -2.89 0.58
H 4.94 8.28 0.05
H 0.66 -6.21 4.21
C -0.50 -1.80 8.06
C -0.50 -1.83 9.54
H 2.58 2.56 -3.58
H -1.52 -1.78 7.69
H -3.47 -1.49 -8.88
H 3.77 -9.19 6.72
H 2.05 11.28 -1.71
H 3.61 3.19 -2.20
H 4.79 -9.46 5.28
H 0.03 -0.91 7.72
C 4.26 -7.44 5.63
H 3.38 -3.54 4.27
H -1.22 4.36 -1.19
C 4.23 -0.93 -1.13
C -1.27 -1.87 3.70
H 3.21 7.95 0.26
N 0.58 4.58 -3.31
N -0.18 -3.78 5.15
C -1.41 1.40 -2.08
C 2.60 -2.02 3.01
H 3.31 0.58 0.04
N -4.79 -2.16 0.65
C -3.47 -3.46 -8.11
N -5.67 -4.28 -3.02
C -0.75 1.22 -4.58
H -7.70 -3.34 0.06
N 4.42 5.45 -1.28
H 0.84 4.77 -4.28
N 3.99 -6.39 5.24
C 1.22 10.68 -1.34
H 1.50 9.63 -1.38
H -5.08 -2.18 -8.60
N 0.64 11.37 1.13
C -0.90 -3.29 -2.16
N 5.12 -1.34 -1.72
C -3.33 -2.43 -2.43
C -0.09 3.30 -3.30
C 1.86 4.46 -2.52
H 0.04 -6.84 5.74
H -5.93 -4.75 -6.15
N -2.01 -0.59 -3.46
C 4.26 6.53 -0.91
C 3.73 -2.64 3.76
C -2.57 -0.22 -1.06
S -3.44 -1.00 0.47
H 0.35 10.84 -1.99
C 3.07 -0.40 -0.37
H -4.69 -0.42 0.58
C -2.62 -1.02 -2.32
H 4.12 -1.94 4.49
H 0.01 -2.68 7.67
H -3.97 -2.67 -1.55
C 0.89 11.07 0.05
H -2.27 -1.66 4.06
H -0.66 -0.97 3.76
C 0.87 -6.89 5.03
C 1.02 -8.27 4.52
N 5.28 9.98 1.29
C 2.54 3.04 -2.56
H 5.49 -8.74 6.75
H 2.94 11.64 2.65